No. 1
100
Properties=species:S:1:pos:R:3:lowdin_charge:R:1 method="wB97M-V/def2-TZVPD" lumo_energy_ev=-1.96 smiles="CCc1ccc(N)c2c1C(=O)C=C(CC=O)C2=O.COCCOCCOC.COCCOCCOC.COCCOCCOC" homo_lumo_gap_ev=6.894
C 8.84576 0.62329 0.42270 -0.130
C 7.89394 0.28163 -0.88764 -0.224
C 6.71123 1.39429 -1.16037 -0.098
C 6.82684 2.67901 -2.18400 -0.003
C 5.62050 3.80657 -2.41566 0.014
C 4.17475 3.62365 -1.59723 -0.153
N 3.00993 4.57631 -1.75302 0.002
C 4.05040 2.31562 -0.59285 0.017
C 5.28787 1.21697 -0.35041 0.016
C 5.00800 -0.05997 0.69287 -0.186
O 5.93645 -0.55340 1.53014 -0.048
C 3.44226 -0.64558 0.64496 0.066
C 2.32263 0.35635 0.42821 -0.100
C 0.79577 -0.26216 0.33554 -0.103
C 0.72018 -1.03988 -1.13954 -0.110
O -0.01675 -2.16048 -1.32343 -0.097
C 2.64410 1.98816 0.25135 -0.162
O 1.85993 2.95362 0.77830 -0.047
H 8.64149 1.72886 0.81559 0.091
H 10.00092 0.48900 0.15332 0.083
H 8.63632 -0.10018 1.34619 0.075
H 8.51689 0.18669 -1.89283 0.114
H 7.34121 -0.76183 -0.72650 0.113
H 7.80216 2.84683 -2.80999 0.090
H 5.73650 4.73321 -3.15051 0.099
H 2.08170 4.10067 -1.69699 0.075
H 3.02114 5.34974 -1.05246 0.091
H 3.22941 -1.80346 0.74039 0.139
H 0.55462 -1.03220 1.18443 0.134
H -0.01322 0.61144 0.25403 0.135
H 1.34068 -0.57381 -2.01755 0.139
C 7.77361 1.09038 4.50946 -0.106
O 9.11967 0.98090 4.94685 -0.208
C 9.32675 1.48534 6.26520 -0.185
C 10.18067 0.52188 7.10073 -0.168
O 9.54685 -0.72059 7.44082 -0.128
C 9.30203 -1.63453 6.35953 -0.167
C 10.55617 -2.20390 5.68942 -0.185
O 11.22667 -1.20670 4.91932 -0.210
C 12.63555 -1.23534 5.05481 -0.115
H 7.59147 2.09386 4.11513 0.088
H 7.62011 0.36238 3.70765 0.071
H 7.06409 0.86009 5.31036 0.088
H 8.38537 1.68260 6.77997 0.119
H 9.86741 2.43502 6.16184 0.124
H 10.38675 1.01382 8.05827 0.125
H 11.15544 0.34757 6.64568 0.106
H 8.61516 -1.19830 5.63216 0.109
H 8.76033 -2.47200 6.81189 0.126
H 10.26462 -3.00409 4.99659 0.126
H 11.21348 -2.62343 6.45236 0.119
H 12.94124 -1.43117 6.08730 0.085
H 13.02384 -0.25390 4.77112 0.089
H 13.05743 -1.99316 4.38465 0.087
C -3.19615 -2.57147 -2.25976 -0.104
O -3.99967 -1.54878 -2.82867 -0.204
C -5.38062 -1.66242 -2.48893 -0.183
C -5.96382 -0.30497 -2.07327 -0.162
O -5.47595 0.21562 -0.82744 -0.126
C -4.09958 0.62687 -0.79744 -0.169
C -3.75724 1.82662 -1.68598 -0.185
O -3.79771 1.47243 -3.06799 -0.208
C -4.41010 2.45046 -3.88809 -0.113
H -3.23877 -3.46811 -2.88416 0.089
H -2.16398 -2.21068 -2.22949 0.059
H -3.49868 -2.80538 -1.23427 0.089
H -5.54773 -2.39246 -1.69570 0.118
H -5.90315 -2.00852 -3.39009 0.126
H -7.04143 -0.44263 -1.92781 0.105
H -5.86806 0.43594 -2.86668 0.109
H -3.43830 -0.22056 -0.98645 0.108
H -3.91306 0.92114 0.24084 0.125
H -2.73346 2.15783 -1.46808 0.121
H -4.44432 2.64514 -1.46669 0.120
H -5.28823 2.89281 -3.40742 0.086
H -4.74214 1.96253 -4.80795 0.090
H -3.68313 3.23090 -4.14069 0.087
C -12.42315 -0.09678 -5.25189 -0.112
O -12.11163 -0.07121 -3.86715 -0.207
C -13.26513 -0.11838 -3.02895 -0.185
C -13.07786 -1.12132 -1.88239 -0.168
O -13.03908 -2.50140 -2.27609 -0.128
C -11.89279 -2.92190 -3.03347 -0.168
C -10.55911 -2.87029 -2.28199 -0.183
O -10.13788 -1.52289 -2.07195 -0.210
C -9.60505 -1.28815 -0.78155 -0.112
H -12.66984 0.91139 -5.59595 0.086
H -11.53727 -0.44680 -5.78963 0.089
H -13.24301 -0.78724 -5.47321 0.086
H -14.16787 -0.36548 -3.58939 0.119
H -13.38986 0.88496 -2.60159 0.125
H -13.94962 -1.03206 -1.22404 0.126
H -12.21679 -0.87089 -1.26313 0.106
H -11.84303 -2.39215 -3.98637 0.107
H -12.08819 -3.96911 -3.28764 0.126
H -9.78410 -3.35968 -2.88628 0.125
H -10.65698 -3.40646 -1.33696 0.120
H -10.16929 -1.81557 -0.00611 0.088
H -9.67387 -0.21702 -0.57561 0.095
H -8.55159 -1.58958 -0.75465 0.076

***

No. 2
112
Properties=species:S:1:pos:R:3:lowdin_charge:R:1 method="wB97M-V/def2-TZVPD" lumo_energy_ev=0.19 smiles="C[C@H]1COC(=O)O1.C[C@H]1COC(=O)O1.C[C@H]1COC(=O)O1.C[C@H]1COC(=O)O1.COC(=O)OC.COC(=O)OC.COC(=O)OC.COC(=O)OC.CCCC#N" homo_lumo_gap_ev=10.077 de_lowest_ev=0.0453
C -3.53398 3.61375 -1.86751 -0.015
C -2.57898 4.78275 -2.09651 -0.298
C -1.60998 5.05975 -0.88151 -0.066
O -0.41598 4.52775 -1.39951 0.039
C -0.47598 4.25475 -2.69751 -0.552
O 0.47302 3.87275 -3.37251 0.114
O -1.69398 4.50075 -3.12651 0.098
H -4.19698 3.45975 -2.72151 0.094
H -4.21998 3.86575 -1.09951 0.066
H -2.97298 2.72175 -1.49151 0.079
H -3.16998 5.64575 -2.33351 0.145
H -1.94498 4.68175 0.15649 0.151
H -1.29698 6.09575 -0.86351 0.130
C 0.24202 1.12275 -5.61651 -0.029
C -0.86298 2.07475 -6.01251 -0.262
C -0.49298 3.54675 -6.36351 -0.082
O -0.52898 3.61375 -7.78351 0.078
C -1.09898 2.52375 -8.26051 -0.607
O -1.30398 2.35575 -9.43951 0.130
O -1.37498 1.63775 -7.31051 0.090
H 1.10702 1.15375 -6.29051 0.101
H -0.21898 0.14375 -5.69851 0.084
H 0.57102 1.28575 -4.62951 0.029
H -1.55298 2.10975 -5.21751 0.112
H 0.41702 3.95875 -5.91151 0.126
H -1.25398 4.26875 -6.07951 0.123
C 0.81802 -3.46025 1.46849 -0.010
C 0.92002 -4.78725 2.24649 -0.319
C 1.54502 -5.89825 1.37249 -0.089
O 2.90202 -5.75125 1.72049 0.074
C 2.96602 -5.19625 2.92849 -0.525
O 4.01302 -5.21425 3.60049 0.106
O 1.80102 -4.63525 3.29149 0.091
H -0.12398 -3.36025 0.87049 0.086
H 1.71802 -3.42525 0.80049 0.093
H 0.76002 -2.63025 2.13349 0.041
H -0.14398 -4.99625 2.56249 0.172
H 1.32202 -5.87625 0.29249 0.117
H 1.27502 -6.87525 1.68249 0.119
C -3.23598 1.35075 1.35049 0.012
C -2.12698 0.58975 0.65549 -0.338
C -0.87098 1.44475 0.38149 -0.087
O -0.06998 1.12175 1.46249 0.073
C -0.54298 0.06775 2.09649 -0.534
O -0.00498 -0.39625 3.09749 0.119
O -1.69598 -0.34925 1.56949 0.097
H -4.12998 0.73175 1.64249 0.112
H -3.56798 2.16275 0.69849 0.066
H -2.76798 1.78975 2.20849 0.093
H -2.45098 0.05275 -0.18751 0.099
H -0.93698 2.50575 0.21449 0.112
H -0.38898 1.09875 -0.54651 0.103
C 2.34502 1.07375 -2.13151 -0.047
O 2.85402 1.20075 -0.81651 0.000
C 2.73502 0.20675 0.03749 -0.410
O 2.06202 -0.96325 -0.31851 -0.067
O 3.22102 0.44675 1.28449 -0.004
C 3.15202 -0.62825 2.26149 -0.018
H 1.32902 0.53675 -2.13851 0.083
H 2.97302 0.43375 -2.74851 0.094
H 2.17302 2.07175 -2.64651 0.105
H 3.40202 -0.26125 3.28449 0.106
H 3.91602 -1.34825 1.96449 0.104
H 2.23202 -1.15625 2.40749 0.041
C 1.98202 3.65075 1.24449 -0.082
O 2.01902 4.76175 2.07049 -0.022
C 0.79302 5.25075 2.61649 -0.311
O -0.45998 4.59375 2.37349 -0.095
O 0.91202 6.37675 3.27649 0.025
C -0.31798 6.97875 3.69249 -0.025
H 1.44802 2.79675 1.68549 0.089
H 2.92902 3.13275 1.19849 0.085
H 1.66302 4.04175 0.27449 0.104
H -0.04598 7.93775 4.07049 0.092
H -0.80998 6.37575 4.40049 0.083
H -1.07098 7.04875 2.89549 0.102
C 1.91402 -1.93325 5.44649 -0.059
O 2.06102 -2.06325 6.85649 0.000
C 1.55402 -1.09225 7.63049 -0.399
O 1.04102 0.09975 7.07749 -0.070
O 1.62002 -1.38825 8.93649 -0.006
C 1.11902 -0.44525 9.86149 -0.062
H 0.91702 -2.18225 5.04049 0.097
H 2.60602 -2.56925 4.81249 0.101
H 2.15802 -0.86025 5.20149 0.092
H 1.23302 -0.81225 10.86649 0.082
H 0.08202 -0.21125 9.66549 0.088
H 1.70302 0.56375 9.78649 0.132
C 2.55502 -4.30625 -2.06151 -0.043
O 1.81302 -5.10325 -2.96351 -0.009
C 0.46902 -5.34825 -2.68751 -0.309
O -0.19498 -4.84325 -1.55551 -0.065
O -0.12698 -6.22725 -3.55751 -0.001
C -1.53798 -6.31425 -3.43451 -0.053
H 3.59102 -4.17725 -2.35651 0.103
H 2.59702 -4.76225 -1.07951 0.072
H 2.10902 -3.32625 -1.94951 0.084
H -1.97498 -5.32525 -3.51551 0.074
H -1.92998 -6.82125 -2.58651 0.089
H -1.91898 -6.81825 -4.33851 0.107
C -3.29798 -2.71825 -0.66851 -0.083
C -2.71898 -2.52325 -2.06551 -0.245
C -1.32298 -1.87325 -2.10951 -0.168
C -1.34798 -0.46825 -2.48851 -0.193
N -1.31098 0.65475 -2.81751 0.200
H -4.21298 -3.29125 -0.80051 0.076
H -3.45698 -1.83025 0.00849 0.083
H -2.56198 -3.33425 -0.19751 0.054
H -3.42098 -1.87425 -2.64251 0.120
H -2.71698 -3.47625 -2.58251 0.080
H -0.78798 -2.35125 -2.95651 0.125
H -0.72898 -2.14925 -1.21951 0.114

***

| no. | HOMO energy (eV) |
| --- | --- |
| 1 | -8.853 |
| 2 | -9.887 |